Entry 1:
ORCA calculation (ωB97M-V/def2-TZVPD) on 6 unconnected molecules or ions with the total composition C8H12Br4Cl12 at a distorted geometry.

As for the SMILES: ClC(Cl)Cl.ClC(Cl)Cl.ClC(Cl)Cl.ClC(Cl)Cl.BrCCBr.BrCCBr. Its HOMO energy is -10.3573 eV. For the total energy, the calculation gives -16130.34500 Eh. Its largest force on an atom is 2.05 eV Å⁻¹. As for the total charge: 0. The orbital gap comes out at 10.59 eV. The multiplicity is 1.

Geometry as XYZ:
```
36
Properties=species:S:1:pos:R:3:forces:R:3:lowdin_charge:R:1
H -1.880 2.589 2.333 -0.4 0.5 0.3 0.04
C -0.106 -0.349 -4.412 -0.8 -0.4 -1.2 -0.70
Cl 1.441 -0.150 1.768 -0.2 -0.3 -0.4 0.53
C -0.028 0.494 -5.684 1.3 -0.2 0.4 -0.71
Br -0.702 2.260 -5.198 -0.1 -0.3 -0.5 0.63
C 0.681 -0.735 0.278 -0.7 0.2 0.6 -1.47
Cl 4.342 2.140 -0.301 -0.1 0.1 0.3 0.55
H -3.717 -1.635 1.009 0.1 -0.1 -0.1 -0.02
H 0.525 2.238 2.959 0.0 0.1 -0.6 0.00
Cl -4.054 -3.877 1.722 0.1 0.5 -0.3 0.49
Cl -4.056 -2.830 -0.986 0.4 -0.1 -0.6 0.55
H -1.139 -0.695 -4.359 0.2 -0.5 0.2 0.06
H 2.586 2.410 1.305 0.0 0.0 -0.7 -0.04
Cl -6.054 -1.929 0.858 0.5 0.0 0.1 0.49
H -1.663 4.402 2.206 0.1 0.0 0.1 0.06
C 3.671 2.402 1.298 -0.3 0.6 0.8 -1.55
C 0.072 3.220 2.939 -1.2 1.5 0.4 -0.65
Cl -1.076 -0.432 0.384 0.1 -0.1 -0.3 0.49
H 0.053 0.187 -3.484 0.7 -0.1 -0.2 -0.02
H 0.687 4.065 2.641 0.7 -0.4 0.4 0.05
H 1.003 0.572 -6.031 0.1 0.6 0.5 0.04
Br 1.105 -1.902 -4.672 -0.6 0.6 0.4 0.58
Cl 0.942 -4.205 3.367 0.0 -0.3 0.1 0.54
Br -0.832 3.052 0.225 0.3 0.5 0.1 0.59
Br -0.407 3.484 4.873 0.2 0.0 -0.8 0.57
H 0.747 -1.816 0.307 0.5 0.1 -0.5 -0.06
Cl 4.125 4.005 2.001 0.0 -0.6 -0.4 0.50
C -1.214 3.421 2.121 0.5 -2.0 0.1 -0.66
Cl 4.073 1.124 2.437 0.9 0.1 0.1 0.50
Cl 1.391 0.029 -1.144 -0.1 -0.4 0.4 0.57
C 1.055 -4.785 1.716 -0.3 0.1 -0.4 -1.53
Cl 2.579 -4.281 0.994 0.0 0.1 -0.1 0.54
H -0.467 0.031 -6.567 -0.9 0.2 0.4 0.06
C -4.341 -2.454 0.670 -1.0 -0.2 0.9 -1.54
Cl -0.344 -4.185 0.793 0.1 0.0 -0.1 0.52
H 1.004 -5.865 1.632 0.0 0.0 0.4 0.01
```
Forces are in eV/Å.

=====

Entry 2:
ORCA calculation (ωB97M-V/def2-TZVPD) on 2 unconnected molecules or ions with the total composition C8H15NS2 at a distorted geometry.

Its HOMO energy (spin up / spin down) is -7.0929 / -7.0848 eV. For the total energy, the calculation gives -1164.77585 Eh. Its largest force on an atom is 4.53 eV Å⁻¹. As for the total charge: 0. The orbital gap (spin up / spin down) comes out at 7.13 / 7.11 eV. The multiplicity is 1.

Geometry as XYZ:
```
26
Properties=species:S:1:pos:R:3:forces:R:3:lowdin_charge:R:1
H 1.184 3.178 0.811 1.1 -0.2 0.7 0.09
C 2.233 -0.001 0.699 -1.0 -3.0 -1.4 -0.09
H -2.367 -0.139 -1.882 0.3 -0.9 1.3 0.12
H 2.115 -0.139 1.763 1.1 -0.1 0.5 0.07
H -2.738 -3.290 0.028 -0.2 -0.1 0.8 0.08
H -3.569 -0.604 -0.649 1.0 -0.5 0.0 0.11
C -2.467 -0.434 -0.783 -1.6 3.4 -0.7 -0.10
C 1.270 1.137 0.414 1.5 -0.7 -0.4 -0.73
H -2.882 -2.626 -1.561 1.2 -0.5 0.5 0.10
H 0.469 2.220 -1.219 -1.9 1.4 -0.6 0.06
H 1.876 -1.119 0.303 1.1 3.2 0.5 0.08
S 0.103 -2.740 1.279 -0.5 0.4 -0.3 0.65
S -1.030 1.657 1.851 0.7 -0.7 -0.2 0.72
C 1.050 1.378 -1.080 -0.1 -3.3 0.5 -0.03
H -1.362 -3.550 -0.993 0.2 0.4 -0.2 0.07
H 2.192 2.284 2.003 0.2 -0.2 2.7 0.06
H 0.759 0.413 -1.618 -0.2 1.5 0.7 0.12
C -0.700 -1.533 0.538 3.0 2.6 2.1 -0.67
C 0.012 0.753 1.020 -3.1 -0.7 0.4 -0.57
H 1.971 1.641 -1.466 2.2 0.4 -0.9 0.06
H 2.835 2.606 0.490 1.3 0.3 -1.0 0.07
C 1.956 2.384 1.014 -3.7 0.7 -2.4 -0.06
H -2.334 0.522 -0.220 0.4 -1.0 -0.3 0.04
H 3.207 0.324 0.308 0.0 -0.7 0.5 0.09
N -1.645 -1.486 -0.314 -1.5 -2.7 -1.4 -0.25
C -2.139 -2.839 -0.737 -1.6 1.0 -1.4 -0.06
```
Forces are in eV/Å.

=====

Entry 3:
ORCA calculation (ωB97M-V/def2-TZVPD) on 2 unconnected molecules or ions with the total composition C3H9NO4S at a distorted geometry.

Its HOMO energy is -10.2452 eV. For the total energy, the calculation gives -873.53484 Eh. Its largest force on an atom is 3.94 eV Å⁻¹. As for the total charge: 0. The orbital gap comes out at 10.87 eV. The multiplicity is 1.

Geometry as XYZ:
```
18
Properties=species:S:1:pos:R:3:forces:R:3:lowdin_charge:R:1
H 3.608 2.726 -1.173 0.2 0.7 0.5 0.05
C -0.935 -0.376 0.658 -0.9 1.9 1.6 -0.30
H 0.410 -1.741 -0.935 -0.9 -0.5 -0.3 0.13
H -1.080 0.542 1.390 -0.3 -1.1 -2.4 0.16
H 1.067 2.393 -2.588 -0.4 -0.1 -0.4 0.07
H 2.736 -0.456 -0.076 0.6 -0.1 0.3 0.04
S 1.668 1.788 -0.712 0.7 1.3 -0.7 0.89
H -1.176 -0.295 -0.429 -1.2 0.4 1.1 0.13
H -1.816 -2.434 0.847 0.2 1.6 0.8 0.10
C -1.636 -1.459 1.455 0.3 -3.1 -0.6 -0.10
O 0.444 -0.412 0.631 2.9 -0.8 0.2 -0.16
O 1.413 3.094 -0.138 -0.1 -0.2 0.1 -0.41
H -1.055 -1.857 2.351 -0.5 1.1 -1.0 0.10
O 0.741 1.647 -2.051 0.8 0.2 0.5 -0.25
H -2.606 -1.084 1.784 0.1 -0.1 0.0 0.07
O 3.104 2.022 -1.568 -1.1 -1.1 -0.3 -0.27
N 2.241 -1.133 -0.640 3.5 0.3 -0.6 0.13
C 1.065 -1.128 -0.355 -3.8 -0.4 1.0 -0.39
```
Forces are in eV/Å.

=====

Entry 4:
ORCA calculation (ωB97M-V/def2-TZVPD) on a single CH4N2O3S molecule at a distorted geometry.

Its HOMO energy is -9.7836 eV. For the total energy, the calculation gives -773.84722 Eh. Its largest force on an atom is 6.60 eV Å⁻¹. As for the total charge: 0. The orbital gap comes out at 10.41 eV. The multiplicity is 1.

Geometry as XYZ:
```
11
Properties=species:S:1:pos:R:3:forces:R:3:lowdin_charge:R:1
N -1.393 0.736 -0.127 -1.4 1.4 -2.6 0.08
H -2.151 0.123 0.063 -0.7 0.0 0.7 0.09
O 0.842 0.803 1.682 1.2 0.6 0.0 -0.25
C -0.443 0.061 -0.888 0.6 -0.1 6.6 -0.38
H -0.987 1.250 0.637 -0.3 -0.3 0.2 0.08
O 2.556 -0.474 0.348 1.4 0.2 0.2 -0.23
N 0.044 -1.030 0.268 -0.1 1.8 -1.4 -0.06
S 1.275 0.059 0.550 -2.5 -1.7 -0.7 0.63
H -0.658 -0.322 -1.794 -0.9 -1.4 -2.9 0.12
O 0.734 0.784 -0.840 1.7 0.6 0.3 -0.15
H 0.180 -1.990 0.101 0.9 -1.2 -0.5 0.07
```
Forces are in eV/Å.